C31H21AgCl3N4O3S | ωB97M-V/def2-TZVPD

Calculated values
- Gap between HOMO and LUMO: 6.860 eV
- 2S+1: 1
- Electronic energy: -3564.4949 hartree
- Net charge: -1
- F_max: 4.80 eV/Å
- LUMO: 2.077 eV

Last column: Löwdin charge in e.
Geometry (Å):
Ag1 0.16 -0.54 -0.43  0.79
Cl1 -4.14 -4.96 2.91  0.61
C1 -3.32 -4.07 1.65  -0.70
C2 -3.66 -2.70 1.35  -0.13
C3 -2.98 -2.00 0.40  -0.60
Cl2 -3.39 -0.31 0.15  0.63
C4 -1.94 -2.58 -0.37  -0.57
O1 -1.35 -1.95 -1.30  -0.23
C5 -1.74 -3.94 -0.01  -0.58
Cl3 -0.43 -4.68 -0.88  0.65
C6 -2.45 -4.70 0.87  -0.20
H1 -4.42 -2.18 1.97  0.11
H2 -2.25 -5.75 1.08  0.11
S1 -1.94 -0.25 -6.72  1.01
C7 -1.03 0.13 -5.26  -0.58
C8 -0.10 -0.79 -4.81  -0.08
C9 0.42 -0.58 -3.53  -0.09
N1 0.04 0.54 -2.78  0.03
C10 -0.88 1.31 -3.22  -0.17
C11 -1.50 1.11 -4.44  -0.08
C12 -0.87 0.45 -8.01  -0.48
C13 0.25 1.19 -7.84  -0.07
C14 0.95 1.65 -8.98  -0.13
N2 0.48 1.57 -10.22  0.05
C15 -0.66 0.89 -10.38  -0.15
C16 -1.32 0.31 -9.32  -0.12
H3 0.14 -1.71 -5.35  0.12
H4 1.13 -1.30 -3.09  0.11
H5 -1.11 2.06 -2.46  0.12
H6 -2.25 1.86 -4.77  0.12
H7 0.65 1.36 -6.89  0.09
H8 1.88 2.14 -8.82  0.10
H9 -1.05 0.91 -11.38  0.10
H10 -2.12 -0.31 -9.70  0.10
O2 1.94 2.22 0.28  0.00
C17 1.77 1.52 1.27  -0.55
N3 2.04 1.97 2.60  0.13
C18 1.57 0.92 3.52  -0.26
C19 1.07 -0.21 2.50  -0.50
O3 0.60 -1.27 2.88  0.05
N4 1.26 0.24 1.26  0.05
C20 0.22 1.47 4.17  -0.12
C21 -1.05 1.05 3.86  -0.03
C22 -2.13 1.60 4.48  -0.09
C23 -1.96 2.63 5.38  -0.10
C24 -0.69 3.08 5.72  -0.09
C25 0.41 2.53 5.09  -0.04
C26 2.52 0.41 4.55  -0.18
C27 3.84 0.46 4.24  -0.06
C28 4.86 -0.05 5.02  -0.10
C29 4.55 -0.89 6.11  -0.09
C30 3.15 -1.06 6.41  -0.07
C31 2.17 -0.36 5.67  -0.01
H11 1.73 2.89 2.84  0.12
H12 -1.35 0.18 3.25  0.12
H13 -3.13 1.44 4.17  0.10
H14 -2.81 3.08 5.87  0.09
H15 -0.57 3.85 6.51  0.11
H16 1.42 2.85 5.24  0.11
H17 4.08 0.92 3.23  0.14
H18 5.91 -0.02 4.70  0.09
H19 5.33 -1.44 6.70  0.10
H20 2.87 -1.63 7.30  0.09
H21 1.14 -0.55 5.80  0.10

---

C10H16O | ωB97M-V/def2-TZVPD

Calculated values
- Gap between HOMO and LUMO: 9.843 eV
- SMILES string: CCc1ccccc1.CCO
- 2S+1: 1
- Electronic energy: -465.7779 hartree
- F_max: 4.43 eV/Å
- LUMO: 0.870 eV

Last column: Löwdin charge in e.
Geometry (Å):
C1 0.53 2.54 2.69  -0.09
C2 0.26 2.88 1.21  -0.24
C3 -0.45 1.87 0.37  -0.24
C4 0.41 1.13 -0.49  -0.05
C5 -0.03 0.22 -1.39  -0.15
C6 -1.39 0.00 -1.44  -0.11
C7 -2.28 0.75 -0.65  -0.06
C8 -1.82 1.70 0.32  -0.02
H1 1.27 3.38 3.09  0.10
H2 1.17 1.69 2.91  0.06
H3 -0.37 2.61 3.30  0.06
H4 -0.22 3.78 1.01  0.08
H5 1.23 3.26 0.63  0.14
H6 1.47 1.40 -0.41  0.11
H7 0.62 -0.31 -2.04  0.10
H8 -1.79 -0.77 -2.12  0.11
H9 -3.27 0.35 -0.66  0.08
H10 -2.51 2.07 1.03  0.10
C9 0.67 -2.32 0.16  -0.11
C10 0.84 -3.44 -0.82  -0.40
O1 2.06 -3.97 -0.48  -0.13
H11 0.04 -2.49 1.10  0.10
H12 0.03 -1.55 -0.26  0.01
H13 1.83 -2.07 0.51  0.15
H14 0.04 -4.28 -0.88  0.13
H15 0.87 -3.07 -1.91  0.12
H16 2.65 -4.24 -1.26  0.13

---

C5H8N2 | ωB97M-V/def2-TZVPD

Calculated values
- Gap between HOMO and LUMO: 9.432 eV
- SMILES string: C1=NN2CC[C@H]2C1
- 2S+1: 1
- Electronic energy: -304.7006 hartree
- F_max: 3.88 eV/Å
- LUMO: 1.179 eV

Last column: Löwdin charge in e.
Geometry (Å):
C1 -1.89 -0.29 0.06  -0.16
N1 -1.00 -1.25 0.06  0.07
N2 0.18 -0.57 -0.23  -0.20
C2 1.66 -0.81 -0.02  -0.11
C3 1.73 0.76 -0.10  -0.10
C4 0.26 0.77 0.39  -0.24
C5 -1.26 1.14 -0.15  -0.09
H1 -2.99 -0.51 0.04  0.11
H2 2.15 -1.32 -0.80  0.08
H3 2.02 -1.27 0.94  0.12
H4 2.42 1.25 0.61  0.10
H5 1.80 1.13 -1.10  0.09
H6 0.20 0.73 1.48  0.12
H7 -1.78 2.00 0.30  0.08
H8 -1.13 1.33 -1.31  0.13

---

C12H25B3CuINO5 | ωB97M-V/def2-TZVPD

Calculated values
- Gap between HOMO and LUMO: 5.682 eV
- 2S+1: 1
- Electronic energy: -2915.9318 hartree
- Net charge: +1
- F_max: 4.03 eV/Å
- LUMO: -6.116 eV

Last column: Löwdin charge in e.
Geometry (Å):
C1 5.24 -1.89 1.66  -0.09
C2 5.07 -0.35 1.66  -0.19
C3 4.34 0.19 0.41  -0.16
O1 3.61 -0.85 -0.24  0.16
B1 2.59 -0.47 -1.02  -0.73
O2 2.14 0.83 -1.19  0.29
B2 0.79 0.89 -1.50  -0.59
C4 0.27 2.21 -2.19  -0.05
C5 0.44 3.47 -1.32  -0.28
C6 -0.16 3.31 0.08  -0.56
I1 1.35 2.93 1.59  1.09
O3 -0.05 -0.17 -1.24  0.31
B3 0.61 -1.39 -1.08  -0.50
C7 0.06 -2.60 -0.25  -0.06
C8 -1.43 -2.94 -0.50  -0.17
C9 -2.34 -2.00 0.35  -0.17
C10 -3.22 -1.11 -0.56  -0.18
N1 -4.58 -0.96 0.07  0.02
C11 -5.00 0.42 -0.06  -0.55
C12 -5.49 1.06 1.22  0.00
O4 -5.00 1.00 -1.07  0.14
O5 1.86 -1.46 -1.66  0.34
H1 4.49 -2.35 2.28  0.07
H2 5.29 -2.32 0.67  0.07
H3 6.18 -2.11 2.15  0.07
H4 4.42 -0.12 2.50  0.10
H5 6.05 0.10 1.78  0.11
H6 5.10 0.55 -0.27  0.13
H7 3.72 1.02 0.74  0.07
H8 0.84 2.35 -3.11  0.13
H9 -0.78 2.14 -2.46  0.12
H10 -0.03 4.30 -1.83  0.12
H11 1.49 3.73 -1.27  0.10
H12 -0.93 2.54 0.12  0.04
H13 -0.64 4.25 0.36  0.05
H14 0.26 -2.40 0.80  0.12
H15 0.69 -3.45 -0.49  0.12
H16 -1.67 -2.93 -1.56  0.11
H17 -1.58 -3.95 -0.13  0.11
H18 -2.97 -2.63 0.96  0.10
H19 -1.76 -1.39 1.04  0.09
H20 -2.71 -0.15 -0.64  0.10
H21 -3.35 -1.57 -1.53  0.12
H22 -5.21 -1.52 -0.51  0.12
H23 -5.35 0.38 2.05  0.07
H24 -6.55 1.26 1.10  0.09
H25 -4.94 1.98 1.40  0.07
Cu1 -1.15 2.17 2.70  0.53

---

C12H6F3N4O5 | ωB97M-V/def2-TZVPD

Calculated values
- Gap between HOMO and LUMO: 7.581 eV
- SMILES string: [O-][N+]([O-])=C1C=Nc2no[n+]([O-])c2[C@@H]1Oc1ccccc1C(F)(F)F
- 2S+1: 1
- Electronic energy: -1355.5496 hartree
- Net charge: -1
- F_max: 2.95 eV/Å
- LUMO: 2.476 eV

Last column: Löwdin charge in e.
Geometry (Å):
O1 -0.81 -2.11 -0.48  0.02
N1 -1.71 -2.26 -1.34  -0.35
O2 -1.48 -2.49 -2.53  0.02
C1 -3.06 -2.24 -0.88  -0.14
C2 -4.11 -2.69 -1.70  -0.05
N2 -5.37 -2.84 -1.28  0.08
C3 -5.60 -2.53 -0.02  -0.34
N3 -6.72 -2.97 0.65  0.12
O3 -6.40 -2.73 1.99  -0.02
N4 -5.10 -2.17 2.13  -0.19
O4 -4.64 -1.96 3.24  0.04
C4 -4.65 -1.91 0.86  -0.05
C5 -3.25 -1.75 0.49  -0.01
O5 -2.80 -0.04 0.28  -0.02
C6 -1.99 0.62 1.06  -0.27
C7 -1.89 0.34 2.45  -0.01
C8 -0.95 0.97 3.25  -0.09
C9 -0.12 1.97 2.72  -0.11
C10 -0.26 2.35 1.38  -0.04
C11 -1.15 1.68 0.54  -0.05
C12 -1.33 2.17 -0.86  -0.53
F1 -0.59 3.30 -1.07  0.09
F2 -2.62 2.51 -1.15  0.12
F3 -0.92 1.27 -1.80  0.13
H1 -3.90 -2.91 -2.75  0.12
H2 -2.48 -2.03 1.24  0.15
H3 -2.58 -0.40 2.89  0.10
H4 -0.84 0.68 4.29  0.10
H5 0.64 2.49 3.30  0.09
H6 0.31 3.17 0.95  0.11

---

C5H4N4S | ωB97M-V/def2-TZVPD

Calculated values
- Gap between HOMO and LUMO (alpha / beta): 3.957 / 5.238 eV
- 2S+1: 3
- Electronic energy: -809.9490 hartree
- F_max: 3.68 eV/Å
- LUMO (alpha / beta): -1.427 / -3.670 eV

Last column: Löwdin spin population.
Geometry (Å):
C1 1.17 -1.18 1.40  0.18
C2 -1.71 1.29 -0.56  0.01
C3 0.05 -0.13 -0.14  0.15
C4 0.45 1.49 -0.51  0.20
C5 0.74 -1.33 -0.69  0.29
N1 1.50 -1.85 0.22  0.17
N2 0.36 -0.20 1.27  0.11
N3 -0.69 2.09 -0.73  0.03
N4 -1.42 -0.01 -0.32  0.03
S1 1.90 2.17 -0.27  0.80
H1 1.66 -1.55 2.27  0.01
H2 -2.80 1.53 -0.66  0.00
H3 0.70 -1.71 -1.61  0.02
H4 -1.89 -0.61 0.31  0.01

---

C6H6NOS | ωB97M-V/def2-TZVPD

Calculated values
- Gap between HOMO and LUMO: 6.583 eV
- SMILES string: Cc1cccn([O-])c1=S
- 2S+1: 1
- Electronic energy: -760.3771 hartree
- Net charge: -1
- F_max: 4.77 eV/Å
- LUMO: 3.755 eV

Last column: Löwdin charge in e.
Geometry (Å):
C1 0.83 2.06 -0.08  -0.14
C2 0.45 0.59 -0.10  -0.29
C3 1.27 -0.52 0.11  -0.09
C4 0.65 -1.75 0.05  -0.11
C5 -0.75 -1.85 -0.02  -0.08
N1 -1.58 -0.85 -0.03  -0.34
O1 -2.82 -1.05 -0.14  -0.18
C6 -1.00 0.40 -0.03  -0.69
S1 -2.14 1.65 -0.04  0.50
H1 0.13 2.50 -0.86  0.05
H2 0.53 2.49 0.96  0.10
H3 1.87 2.08 -0.24  0.03
H4 2.27 -0.30 0.25  0.07
H5 1.33 -2.55 0.20  0.06
H6 -1.05 -2.90 -0.03  0.12

---

C36H42Cl5N6OPSbSn | ωB97M-V/def2-TZVPD

Calculated values
- Gap between HOMO and LUMO: 7.306 eV
- 2S+1: 1
- Electronic energy: -4896.7690 hartree
- Net charge: +3
- F_max: 2.17 eV/Å
- LUMO: -9.185 eV

Last column: Löwdin charge in e.
Geometry (Å):
Sn1 1.13 0.88 -0.72  1.43
C1 -1.50 2.35 -0.48  -0.05
C2 -0.47 3.34 0.04  -0.27
C3 -0.67 4.64 0.47  0.04
C4 0.40 5.52 0.51  0.03
C5 1.64 5.07 0.11  -0.09
C6 1.85 3.73 -0.10  -0.49
N1 0.82 2.90 -0.08  -0.08
Sb1 3.90 3.25 -0.27  1.65
C7 3.61 1.98 1.39  -0.47
C8 4.34 2.46 2.44  -0.11
C9 4.10 1.99 3.74  -0.02
C10 3.18 1.00 3.89  0.02
C11 2.46 0.53 2.74  -0.25
C12 1.45 -0.61 2.83  -0.01
N2 2.66 1.05 1.53  0.03
C13 3.85 1.47 -1.47  -0.46
C14 4.77 1.41 -2.49  -0.07
C15 5.05 0.14 -3.01  0.02
C16 4.60 -0.99 -2.34  0.03
C17 3.69 -0.88 -1.28  -0.29
C18 3.21 -2.09 -0.46  -0.07
N3 3.22 0.37 -1.00  -0.09
H1 -2.49 2.66 -0.13  0.12
H2 -1.47 2.44 -1.58  0.09
H3 -1.32 1.30 -0.18  0.01
H4 -1.69 4.98 0.65  0.15
H5 0.26 6.57 0.71  0.14
H6 2.44 5.80 -0.02  0.11
H7 5.12 3.25 2.23  0.11
H8 4.60 2.44 4.60  0.14
H9 2.98 0.62 4.88  0.13
H10 1.42 -0.98 3.89  0.11
H11 0.50 -0.21 2.52  0.04
H12 1.69 -1.43 2.16  0.06
H13 5.31 2.23 -2.88  0.11
H14 5.62 -0.01 -3.90  0.13
H15 4.90 -1.99 -2.68  0.15
H16 4.04 -2.28 0.26  0.12
H17 2.31 -1.89 0.09  0.01
H18 3.03 -2.95 -1.16  0.08
Cl1 1.01 -1.97 -2.28  0.83
C19 0.57 -0.63 -3.29  -0.65
C20 0.73 0.65 -2.81  -0.32
C21 0.58 1.69 -3.72  -0.65
Cl2 0.76 3.34 -3.16  0.77
C22 0.19 1.48 -5.02  -0.67
Cl3 0.16 2.78 -6.16  0.76
C23 -0.08 0.17 -5.44  -0.65
Cl4 -0.61 -0.15 -7.05  0.77
C24 0.15 -0.91 -4.59  -0.71
Cl5 -0.14 -2.52 -5.05  0.78
O1 -0.30 -0.37 0.20  -0.44
P1 -1.62 -1.12 0.69  0.63
N4 -2.79 -0.66 -0.27  -0.18
C25 -4.27 -0.70 0.12  -0.12
C26 -4.97 -0.70 -1.22  -0.16
C27 -4.09 0.14 -2.12  -0.13
C28 -2.68 -0.35 -1.72  -0.16
N5 -1.31 -2.72 0.51  -0.16
C29 -0.31 -3.62 1.16  -0.13
C30 -0.66 -5.01 0.53  -0.14
C31 -1.15 -4.66 -0.85  -0.16
C32 -2.08 -3.52 -0.48  -0.17
N6 -2.21 -0.68 2.16  -0.18
C33 -2.18 -1.57 3.34  -0.14
C34 -2.16 -0.64 4.55  -0.15
C35 -2.62 0.72 4.09  -0.13
C36 -2.33 0.73 2.57  -0.18
H19 -4.54 0.19 0.72  0.12
H20 -4.50 -1.63 0.63  0.12
H21 -5.98 -0.34 -1.12  0.13
H22 -5.00 -1.69 -1.67  0.13
H23 -4.24 1.20 -2.04  0.11
H24 -4.29 -0.13 -3.16  0.13
H25 -1.89 0.40 -1.88  0.07
H26 -2.37 -1.24 -2.25  0.10
H27 -0.49 -3.60 2.21  0.09
H28 0.73 -3.27 0.90  0.11
H29 -1.51 -5.46 1.08  0.14
H30 0.17 -5.66 0.58  0.10
H31 -1.68 -5.49 -1.40  0.15
H32 -0.38 -4.33 -1.52  0.07
H33 -2.95 -3.95 0.02  0.13
H34 -2.38 -2.94 -1.33  0.09
H35 -1.33 -2.23 3.31  0.08
H36 -3.07 -2.18 3.22  0.13
H37 -1.18 -0.59 4.98  0.10
H38 -2.77 -1.04 5.35  0.12
H39 -2.16 1.56 4.61  0.12
H40 -3.74 0.78 4.23  0.14
H41 -1.41 1.24 2.35  0.10
H42 -3.12 1.18 2.01  0.09